[1]
3 unconnected molecules or ions with the total composition C29H51F7N4O8S, computed with wB97M-V/def2-TZVPD.

```
100
Properties=species:S:1:pos:R:3:forces:R:3:mulliken_charge:R:1
C 0.47127 -1.45269 4.08413 0.033 -0.012 0.102 -1.779
C 1.62535 -0.64395 3.48791 -0.036 0.065 0.032 0.692
C 2.92524 -1.44296 3.57948 -0.009 -0.033 -0.027 -1.753
C 1.30704 -0.21783 2.03508 -0.032 -0.053 -0.068 -0.442
C 0.98498 1.28048 1.83527 0.006 0.021 0.049 -2.747
C 1.84635 2.16247 0.88893 -0.034 -0.091 -0.016 2.038
C 3.14684 2.52608 1.63624 0.136 -0.095 -0.063 -1.420
O 3.65409 1.36212 2.28108 -0.020 0.060 0.090 0.122
O 4.42617 1.79519 3.40894 -0.026 -0.058 -0.132 -0.540
C 1.06655 3.47855 0.73481 0.329 -0.311 -0.500 -0.780
O 0.64653 4.14208 1.64583 -0.299 0.389 0.533 -0.690
N 0.93204 3.74907 -0.59075 0.417 0.213 -0.070 0.000
C 1.94472 3.05676 -1.42783 -0.491 0.058 0.109 2.514
C 1.35185 2.87100 -2.84065 0.050 -0.078 0.029 -1.895
C 1.33593 4.07543 -3.81163 -0.236 0.113 0.074 0.687
C -0.07772 4.67250 -3.92465 0.081 0.087 -0.003 -1.579
C 1.84383 3.66761 -5.19278 -0.115 -0.016 -0.053 -1.824
C 3.17657 3.99533 -1.37164 0.138 -0.066 -0.098 -2.687
C 4.49067 3.80546 -2.20532 -0.112 -0.046 0.095 0.809
N 4.42896 2.60449 -3.05645 0.216 0.255 -0.148 -0.406
N 5.58328 3.81598 -1.24606 0.039 0.142 0.019 -0.744
N 4.76810 4.91560 -3.10660 0.052 -0.111 -0.224 -0.757
C 2.03529 1.70230 -0.60436 -0.107 -0.007 -0.068 3.586
C 3.36337 0.93396 -0.76485 0.076 0.013 -0.029 -1.853
C 3.52962 0.01907 -1.98222 -0.156 -0.268 -0.077 -1.635
C 4.98614 -0.43626 -2.12980 0.040 0.013 0.074 -0.691
S 5.20961 -2.11068 -2.80370 -0.048 0.014 -0.139 -0.221
C 0.92050 0.69926 -1.04239 -0.052 -0.131 0.104 -1.846
C -0.55674 0.96519 -0.84525 0.382 -0.311 0.326 -0.838
O -1.24819 1.81696 -1.26227 -0.310 0.246 -0.107 -0.495
F -1.13289 -0.05926 -0.12253 0.132 0.198 -0.213 -0.107
H 0.19447 -2.26706 3.40802 0.018 0.006 0.044 0.377
H 0.75599 -1.90262 5.03841 -0.028 0.057 -0.002 0.460
H -0.41638 -0.84066 4.25669 0.001 0.000 -0.083 0.360
H 1.73788 0.26553 4.09183 0.049 -0.029 -0.038 0.146
H 3.74004 -0.94498 3.05279 -0.018 -0.012 -0.001 0.363
H 3.22962 -1.58050 4.62002 -0.051 -0.059 -0.020 0.432
H 2.79108 -2.43652 3.13992 0.029 0.036 -0.002 0.398
H 0.43565 -0.78978 1.70735 0.050 -0.016 -0.074 0.486
H 2.13270 -0.54347 1.40191 0.022 0.094 -0.027 0.106
H 1.03742 1.77450 2.80881 -0.039 0.075 -0.068 0.916
H -0.05674 1.40083 1.53697 -0.042 -0.054 0.006 0.786
H 2.91273 3.28512 2.38409 -0.059 -0.082 0.055 0.581
H 3.93182 2.91359 0.98395 -0.108 0.056 0.099 0.253
H 3.89408 1.42781 4.12931 0.025 0.031 0.057 0.311
H 0.68317 4.70343 -0.82113 -0.156 -0.125 -0.034 0.430
H 1.84469 2.03173 -3.33385 0.137 0.155 0.041 0.049
H 0.31552 2.58497 -2.66953 0.039 -0.082 -0.121 0.836
H 1.97595 4.87637 -3.43705 0.116 -0.057 -0.076 -0.063
H -0.18393 5.25912 -4.84033 0.029 0.007 0.046 0.445
H -0.83741 3.88864 -3.93706 0.004 0.030 -0.037 0.342
H -0.29959 5.34518 -3.09213 -0.066 -0.129 0.046 0.297
H 2.88411 3.34218 -5.16400 -0.016 -0.059 0.023 0.335
H 1.24750 2.83654 -5.58222 0.032 0.021 -0.001 0.401
H 1.75320 4.49361 -5.90224 0.049 -0.020 0.032 0.442
H 3.46547 4.12994 -0.33013 -0.063 0.023 -0.079 0.946
H 2.77537 4.96790 -1.66178 0.057 0.026 0.073 0.819
H 4.91930 2.80105 -3.92433 0.082 0.033 0.045 0.381
H 4.96262 1.86621 -2.61296 -0.152 0.262 -0.067 -0.098
H 6.47228 3.69032 -1.71581 -0.023 0.014 0.021 0.328
H 5.47452 3.13524 -0.50536 0.074 0.005 -0.057 0.174
H 4.24204 4.83196 -3.96793 -0.148 0.062 0.086 0.238
H 4.55700 5.80868 -2.68081 0.075 -0.025 0.060 0.362
H 4.19413 1.64321 -0.73353 -0.160 -0.098 0.041 0.200
H 3.48805 0.31061 0.12230 0.091 0.003 0.003 0.756
H 3.19948 0.50508 -2.90178 0.056 -0.096 0.088 0.036
H 2.90826 -0.86954 -1.84732 -0.012 0.049 0.031 0.865
H 5.51763 0.20851 -2.83303 0.076 -0.143 0.096 0.515
H 5.50270 -0.37083 -1.17008 -0.040 -0.060 -0.001 0.424
H 4.00892 -2.58137 -2.45033 0.008 -0.060 0.066 0.139
H 1.01412 0.52680 -2.11665 0.022 -0.006 0.057 1.069
H 1.12663 -0.25158 -0.55990 -0.003 -0.028 0.053 0.641
C -2.98892 -2.47906 0.60872 0.062 -0.076 0.038 -1.054
C -4.27927 -3.18920 0.93946 -0.069 0.132 -0.065 -0.374
O -4.03081 -4.49054 1.53480 0.038 -0.017 0.045 -0.313
C -3.67525 -4.49028 2.80945 -0.034 -0.047 0.020 0.393
O -3.54492 -3.54973 3.53436 0.004 -0.031 -0.042 -0.528
C -3.48859 -5.95065 3.28804 -0.007 0.039 -0.005 0.843
F -2.71006 -6.64476 2.45256 -0.018 0.020 0.030 -0.258
F -4.68791 -6.55915 3.34005 0.036 0.009 -0.004 -0.226
F -2.94962 -5.98397 4.49867 -0.022 -0.003 -0.036 -0.240
H -2.37417 -3.09457 -0.04903 -0.011 0.026 -0.022 0.314
H -3.20554 -1.54029 0.10138 -0.014 -0.002 -0.006 0.380
H -2.42139 -2.25321 1.51065 -0.024 0.023 -0.005 0.266
H -4.85364 -3.41480 0.04374 0.004 -0.036 0.016 0.423
H -4.90155 -2.60962 1.62090 0.041 -0.017 0.043 0.371
C -7.80418 -6.86623 1.63655 -0.098 0.013 -0.063 -1.238
C -7.46903 -5.39705 1.74511 0.170 -0.053 0.114 0.263
O -8.28229 -4.59461 0.85348 -0.069 -0.001 -0.032 -0.326
C -9.52008 -4.35249 1.25222 -0.012 0.048 -0.011 0.311
O -10.04054 -4.69637 2.27156 0.031 -0.001 -0.046 -0.515
C -10.24323 -3.48587 0.19235 0.013 -0.013 0.032 0.918
F -10.09948 -3.99877 -1.03499 -0.010 0.011 0.035 -0.247
F -9.72590 -2.24787 0.18929 -0.017 -0.037 -0.009 -0.251
F -11.53935 -3.39982 0.46483 0.044 0.005 -0.009 -0.238
H -7.69635 -7.20622 0.60636 0.028 -0.008 0.010 0.344
H -7.11994 -7.43724 2.26355 0.010 -0.001 -0.002 0.349
H -8.82259 -7.06427 1.96714 0.014 0.009 0.026 0.356
H -6.45034 -5.20336 1.41963 -0.021 0.010 -0.021 -0.103
H -7.59249 -5.02507 2.76209 -0.069 -0.003 -0.015 0.376
```
Forces are in eV/Å.

## Properties
- HOMO-LUMO gap (eV) = 9.75
- spin multiplicity = 1
- lowest unoccupied orbital energy (eV) = 0.32
- total energy (Ha) = -3053.7759
- net charge = 0



[2]
6 unconnected molecules or ions with the total composition C29H52ClNO8P in a non-equilibrium geometry, computed with wB97M-V/def2-TZVPD.

```
92
Properties=species:S:1:pos:R:3:forces:R:3:mulliken_charge:R:1
O -2.31612 -2.19015 -1.10132 -0.225 -0.077 0.001 -0.589
C -1.20090 -1.74904 -0.93275 -0.256 0.015 -0.079 -0.033
C -0.05373 -1.98293 -1.85373 0.209 -0.081 0.298 -1.037
P 1.67029 -1.53717 -1.13281 0.331 0.831 -0.414 0.895
O 3.27174 -1.13711 -0.49248 -0.029 -0.202 -0.146 -0.785
C 1.61934 -3.19359 -0.02521 -0.485 -0.329 0.582 -0.635
C 1.69947 -4.42069 -0.78960 -0.173 0.212 0.427 0.524
O 2.60198 -4.87436 -1.39009 0.753 -0.364 -0.659 -0.541
Cl 0.14298 -5.42959 -0.78295 -0.317 -0.156 0.005 -0.284
C 1.70057 0.09063 -2.13985 -0.064 -0.259 0.311 0.249
C 2.66032 0.29741 -3.12921 -0.014 0.151 -0.065 -0.538
C 2.64787 1.46470 -3.87282 -0.264 -0.060 0.155 -0.670
C 1.66094 2.40286 -3.60027 -0.022 -0.170 0.013 -0.212
C 0.75768 2.12526 -2.58812 0.088 -0.025 -0.023 -0.355
N 0.75960 1.00496 -1.86344 0.133 0.054 -0.227 -0.309
H -1.01416 -1.13773 -0.03562 0.163 0.150 0.114 0.365
H -0.13315 -3.02869 -2.14650 0.139 -0.145 -0.144 0.484
H -0.23562 -1.39824 -2.75352 -0.008 0.158 -0.110 0.617
H 1.07671 -0.82470 -0.02353 -0.075 -0.160 0.039 -0.248
H 2.35458 -2.23113 -2.19307 -0.083 -0.080 0.069 -0.290
H 3.22004 -1.06274 0.46412 -0.049 0.105 0.016 0.199
H 0.71144 -3.18014 0.57129 -0.160 0.102 -0.019 0.291
H 2.46544 -3.19954 0.65526 0.276 0.183 -0.110 0.449
H 3.41286 -0.46110 -3.28755 0.073 -0.088 -0.015 0.355
H 3.37701 1.65047 -4.64846 0.120 -0.018 -0.071 0.398
H 1.59187 3.33016 -4.14457 0.046 0.139 -0.027 0.332
H -0.00436 2.85885 -2.35052 -0.127 0.025 0.085 0.392
C 2.20883 -8.99963 -0.22100 -0.064 0.040 0.006 -0.543
C 3.36850 -8.05970 -0.54279 0.045 -0.084 -0.048 -0.540
C 3.47075 -7.25410 0.74062 -0.076 0.042 0.021 -0.095
O 3.05872 -8.13111 1.80418 0.196 -0.202 -0.349 -0.390
C 2.45453 -9.29936 1.25261 0.090 -0.006 -0.104 -0.509
H 2.18928 -9.89978 -0.83499 0.017 -0.010 0.002 0.370
H 1.25941 -8.47534 -0.34888 0.014 0.022 0.003 0.190
H 4.28498 -8.63352 -0.70691 -0.002 0.000 0.017 0.298
H 3.19510 -7.42736 -1.41061 -0.044 0.043 0.024 0.293
H 2.79668 -6.39580 0.71526 0.005 0.021 0.002 -0.118
H 4.47966 -6.89590 0.94566 0.011 -0.018 0.051 0.347
H 3.13954 -10.14739 1.37731 -0.030 -0.017 -0.012 0.341
H 1.53574 -9.51554 1.80216 -0.012 -0.002 0.009 0.304
C 2.56336 6.78882 -0.51441 -0.010 -0.030 -0.072 -0.636
C 1.08693 6.76025 -0.91061 0.156 -0.029 0.111 -0.291
C 1.14651 6.05581 -2.25674 -0.041 -0.020 0.000 -0.268
O 2.24793 5.15453 -2.18812 0.101 0.124 -0.081 -0.300
C 3.04153 5.43777 -1.03733 -0.085 -0.035 0.084 -0.521
H 2.72845 6.90502 0.55622 -0.014 -0.007 0.010 0.346
H 3.07806 7.60376 -1.03026 0.004 -0.015 -0.007 0.278
H 0.51958 6.15693 -0.19970 -0.023 0.015 0.007 0.191
H 0.61825 7.73668 -0.97002 -0.020 0.054 0.001 0.251
H 1.31217 6.76654 -3.07564 -0.020 0.018 0.022 0.248
H 0.24096 5.48621 -2.47357 -0.001 -0.003 -0.032 0.118
H 2.87767 4.64830 -0.29610 0.033 0.007 0.015 0.286
H 4.09464 5.42871 -1.32162 -0.003 -0.003 -0.031 0.299
C 1.29445 -7.39763 3.98201 -0.102 -0.064 0.160 -0.453
C 0.35484 -6.63822 3.04741 0.102 -0.053 -0.070 0.063
C 0.47277 -5.21616 3.57850 -0.008 -0.023 0.049 -0.302
O 1.79752 -5.09116 4.09954 -0.023 0.049 0.029 -0.475
C 2.41019 -6.38148 4.18410 0.017 0.005 -0.063 -0.186
H 1.65854 -8.33801 3.57109 -0.036 0.179 0.103 0.170
H 0.79314 -7.60684 4.93144 -0.015 0.053 0.034 0.364
H 0.72434 -6.68796 2.02082 -0.005 0.003 0.009 -0.305
H -0.67057 -7.00580 3.05721 -0.023 0.003 0.019 0.427
H -0.24259 -5.03622 4.39033 -0.028 -0.002 -0.023 0.277
H 0.31891 -4.46088 2.80737 0.033 0.020 -0.008 0.077
H 3.16405 -6.47237 3.39804 -0.064 -0.017 0.111 0.051
H 2.90191 -6.47570 5.15445 -0.014 0.046 0.035 0.317
C -4.15037 6.82394 -0.76811 -0.019 0.007 0.141 -0.172
C -4.10854 8.34606 -0.90096 0.021 -0.032 -0.068 -0.738
C -2.62344 8.62752 -0.69763 -0.043 -0.079 0.083 -0.543
O -1.92730 7.48698 -1.19959 -0.047 0.078 -0.028 -0.270
C -2.84734 6.42087 -1.44037 0.011 -0.032 -0.104 -0.457
H -5.02102 6.36540 -1.23552 -0.008 0.016 -0.024 0.379
H -4.13404 6.53138 0.28453 -0.020 -0.002 -0.001 0.077
H -4.41714 8.64541 -1.90527 0.010 0.007 -0.001 0.303
H -4.73755 8.86805 -0.18133 0.003 -0.014 0.025 0.331
H -2.38785 8.74310 0.36629 -0.022 0.034 -0.001 0.306
H -2.27800 9.51705 -1.22671 0.021 -0.013 -0.021 0.330
H -2.97515 6.30438 -2.52227 -0.022 -0.028 0.005 0.221
H -2.42977 5.49565 -1.04148 0.037 0.009 0.004 0.220
C -4.99813 2.10096 1.78816 -0.035 0.003 0.030 -0.539
C -5.93194 2.83862 0.83031 0.068 0.014 -0.014 -0.566
C -6.08628 4.18412 1.52804 -0.003 -0.030 0.016 -0.264
O -4.86008 4.42254 2.21784 0.011 0.036 -0.007 -0.406
C -4.07384 3.22447 2.23811 0.010 -0.007 -0.081 -0.366
H -4.45979 1.27509 1.32740 0.005 0.001 -0.024 0.361
H -5.56280 1.71049 2.63776 0.006 0.005 0.005 0.244
H -5.44521 2.96749 -0.13876 -0.004 0.006 -0.004 0.254
H -6.88451 2.33658 0.66842 -0.003 -0.018 0.018 0.352
H -6.90440 4.16491 2.25728 -0.024 -0.016 -0.032 0.290
H -6.26439 5.00477 0.83066 0.003 0.034 0.023 0.167
H -3.23119 3.34311 1.54981 0.010 -0.033 0.003 0.220
H -3.67983 3.07803 3.24369 -0.005 0.036 0.017 0.267
```
Forces are in eV/Å.

## Properties
- HOMO-LUMO gap (eV) = 7.22
- spin multiplicity = 1
- lowest unoccupied orbital energy (eV) = 2.18
- total energy (Ha) = -2594.3445
- net charge = -1